1.
18
Properties=species:S:1:pos:R:3:forces:R:3 method="wB97M-V/def2-TZVPD" total_energy_ev=-155174.4701 total_charge=0 fmax_ha_per_bohr=0.095 homo_lumo_gap_ev=9.1 homo_energy_ha=-0.32878
C 1.14628 0.77997 1.36973 -0.79 -1.60 -1.05
H 0.00273 -1.72254 -2.63105 -0.72 -0.22 -2.42
C 0.11008 -1.59557 -1.61963 -0.68 1.24 4.14
H 0.16639 0.50892 -1.30822 -0.37 0.27 0.19
H -0.47254 -2.29680 -1.00258 0.81 -0.82 -0.66
H 1.08490 1.27039 0.42115 0.17 0.25 -0.68
Br -3.75707 -1.37003 -0.02116 0.10 0.26 0.09
Br -3.11191 2.03018 0.03718 0.22 -0.59 0.25
H -0.36946 -0.43762 2.31672 1.00 -0.93 -0.49
H 0.89622 1.49511 2.09114 -0.18 0.83 1.33
N -0.84744 -0.26387 0.32394 -3.46 0.42 3.44
H 0.68113 -1.36667 0.98883 0.33 0.18 1.26
H 1.18628 -1.56468 -1.42245 -0.22 -0.42 0.34
H 2.08433 0.33255 1.47178 2.01 0.20 0.50
C -0.56697 -0.27431 -1.04259 3.22 -0.09 -2.14
H -1.39910 -0.08328 -1.64356 -1.67 0.37 -0.54
P -2.43153 0.09214 1.08826 2.31 -0.37 -2.05
C 0.22521 -0.43828 1.36831 -2.07 1.01 -1.52


2.
25
Properties=species:S:1:pos:R:3:forces:R:3 method="wB97M-V/def2-TZVPD" total_energy_ev=-11508.9057 total_charge=0 fmax_ha_per_bohr=0.010 homo_lumo_gap_ev=9.5 homo_energy_ha=-0.31962
H 1.43911 3.10147 1.41313 0.05 0.08 0.01
H 0.91679 -1.48952 -1.56800 0.03 0.02 0.10
C -0.78437 -3.00381 -0.19766 0.11 0.15 0.23
H -2.82453 0.71444 0.33603 -0.01 -0.02 -0.02
C -2.29241 -0.17818 0.66040 -0.14 0.10 -0.23
H 1.41614 -0.51781 -0.35047 -0.17 -0.09 -0.10
H -1.83513 -0.01662 1.63461 0.01 -0.02 0.08
C 1.16261 2.18157 -1.13825 -0.09 -0.04 0.01
H -0.08516 1.54612 0.31307 0.04 0.02 -0.02
N 0.90654 1.49065 0.11235 -0.19 0.13 0.20
H -3.01276 -0.99357 0.75539 -0.01 -0.01 0.09
H 0.95638 3.25813 -1.08647 0.04 0.05 -0.02
C -0.22222 -1.60766 0.09836 0.22 -0.13 -0.42
H -0.05826 -1.50471 1.17508 -0.10 0.03 -0.03
H 0.53627 1.73956 -1.90964 0.02 0.00 -0.11
C -1.25850 -0.58070 -0.36388 0.07 -0.05 0.37
H 2.71328 1.92791 1.03245 0.03 0.02 0.08
H 1.40279 1.47845 2.12961 0.05 -0.01 0.13
N 1.05982 -1.44946 -0.56153 0.15 -0.21 -0.10
H -1.67009 -3.20656 0.40221 -0.09 -0.08 -0.02
H -1.04326 -3.08583 -1.25208 -0.02 -0.01 -0.08
O -1.25881 -0.14341 -1.48978 -0.06 0.01 -0.05
C 1.64663 2.03996 1.23113 0.04 0.02 -0.04
H -0.01940 -3.74425 0.03178 -0.04 -0.01 0.02
H 2.20853 2.04384 -1.40786 0.08 0.02 -0.09


3.
20
Properties=species:S:1:pos:R:3:forces:R:3 method="wB97M-V/def2-TZVPD" total_energy_ev=-18732.2747 total_charge=+1 fmax_ha_per_bohr=0.100 homo_lumo_gap_ev=10.0 homo_energy_ha=-0.49474
H -3.00850 -0.07118 -1.27885 -1.17 -0.13 -0.46
C -2.46280 0.10006 -0.38247 0.51 -1.36 -0.72
H 3.02946 -2.29118 0.69878 0.46 0.19 -0.66
S -2.37417 -1.53986 0.29103 -0.38 -1.34 -1.60
H 1.71652 0.80047 -0.89527 0.89 -0.41 -0.27
H -1.04958 0.27026 -1.77234 0.81 0.43 0.08
N -1.27842 0.83897 -0.95244 -1.80 0.14 0.00
C -0.22787 1.09139 -0.03714 3.57 -3.40 1.53
C 1.45772 -1.00496 0.24914 0.52 2.04 -0.64
C 1.08893 0.17486 -0.28912 -2.76 1.09 0.88
H -1.53435 -1.49497 1.27259 0.90 0.74 1.15
H 3.13477 -1.57742 -1.00031 0.01 -0.10 0.76
H 0.95864 -1.67156 0.93379 -0.94 0.40 -0.07
H -1.07056 2.46551 1.38085 -0.75 0.29 0.28
C 2.88535 -1.40032 0.06663 1.04 0.06 0.35
H -3.01492 0.62538 0.30781 -0.79 2.13 1.19
H -1.63847 1.75082 -1.23649 -0.20 -0.03 -0.55
C -0.31025 1.78529 1.08756 -0.60 0.12 -2.24
H 3.56262 -0.58360 0.47214 -0.73 -1.01 -0.58
H 0.62463 1.82170 1.52711 1.42 0.15 1.59


4.
17
Properties=species:S:1:pos:R:3:forces:R:3 method="wB97M-V/def2-TZVPD" total_energy_ev=-9868.8039 total_charge=+1 fmax_ha_per_bohr=0.044 homo_lumo_gap_ev=10.6 homo_energy_ha=-0.50879
H -1.24074 0.31382 1.46603 -0.17 -0.11 -0.30
O 0.47397 2.17020 -1.59299 -1.71 1.08 -0.18
H 2.05100 -1.27366 -4.48601 -0.03 -0.02 0.03
H 1.23796 -0.79223 3.26318 0.56 -0.72 0.54
H -4.14598 -1.34039 1.71462 0.21 0.20 -0.08
H -0.11751 2.87104 -1.96940 0.31 -0.93 0.78
O 0.89674 0.08783 3.35622 -0.30 0.81 0.20
H -3.43586 -1.49162 0.38085 -0.16 -0.21 -0.34
H -0.39233 0.82556 0.17495 1.04 0.38 -0.16
O 2.87612 -1.25247 -3.99181 -0.81 0.16 0.60
H 1.15576 0.44000 4.23262 -0.14 -0.38 -0.78
O -3.44851 -0.94890 1.16771 0.15 0.05 0.35
H 1.21966 2.31897 -2.15512 1.25 -0.33 -0.37
H 3.53884 -1.36225 -4.65563 0.81 -0.12 -0.62
H 0.30307 0.10284 1.68445 0.60 0.54 -0.62
H -0.58196 -0.79176 0.49880 0.41 0.02 0.04
N -0.39022 0.12302 0.91152 -2.01 -0.43 0.90


5.
58
Properties=species:S:1:pos:R:3:forces:R:3 method="wB97M-V/def2-TZVPD" total_energy_ev=-50408.4039 total_charge=+2 fmax_ha_per_bohr=0.019 homo_lumo_gap_ev=6.5 homo_energy_ha=-0.51424
H -3.74950 -5.32208 0.71638 -0.01 0.01 0.01
H 2.89722 3.24800 -0.69522 -0.02 0.01 0.09
C -1.65962 -4.22454 -0.56095 0.01 0.04 0.00
H -0.92659 0.53165 1.66329 0.04 0.05 0.04
H 2.64387 0.75499 -3.01549 -0.04 -0.01 -0.04
C 5.58295 0.60590 0.14176 -0.13 -0.03 -0.08
H -4.85564 -3.95393 0.73100 0.00 0.00 -0.01
C 1.87314 3.59812 -0.67920 0.06 0.02 -0.10
C -3.81647 -4.22407 -1.80777 0.06 0.03 0.02
H -3.76650 -5.31323 -1.83177 -0.02 0.01 -0.01
C -3.80280 -4.23312 0.70154 0.07 0.04 0.02
N 5.24718 0.65734 -1.15028 0.05 0.05 0.07
C 0.05128 0.54363 2.12340 -0.14 -0.10 0.15
H 7.14282 0.55762 1.42758 -0.01 -0.01 0.01
H 0.14077 6.51706 -0.60182 -0.01 -0.01 -0.03
H -0.65045 0.55681 4.13810 -0.01 0.00 -0.03
C 2.36214 0.52363 1.80339 0.12 0.04 0.00
C 1.49963 0.53830 4.02124 0.08 -0.01 0.01
C 1.61975 4.97046 -0.64629 0.00 -0.03 -0.04
N 6.86145 0.59500 0.46223 0.05 0.00 0.01
H -1.67569 -5.31370 -0.54643 0.01 0.00 0.00
Ir 0.93861 0.73399 -0.62548 -0.17 -0.16 -0.93
C 3.95995 0.66215 -1.43559 -0.03 -0.12 0.02
S -3.21485 2.33753 -0.64082 -0.12 -0.02 0.00
C -2.01902 -1.39518 -0.65468 0.13 0.05 0.05
C 0.21932 0.54711 3.49704 0.02 -0.05 -0.06
C -4.54811 -0.16345 -0.51470 -0.01 0.03 -0.01
H -1.11836 -3.91953 -1.45987 0.00 -0.02 0.01
C 0.80726 2.71776 -0.71500 -0.03 -0.17 0.33
H 7.55687 0.61523 -0.26631 0.01 0.00 0.01
C -1.53089 2.16510 -0.73038 0.04 0.18 -0.06
C 3.44642 0.55331 0.79355 -0.28 -0.02 0.12
C 0.32073 5.45179 -0.64485 -0.03 0.00 -0.01
N 1.10572 0.53397 1.29961 0.15 0.26 0.37
C -4.41070 -1.53212 -0.49670 0.01 0.01 -0.02
H -1.76917 4.94394 -0.71987 0.02 0.02 0.03
H 2.45089 5.66222 -0.61441 0.00 0.00 -0.01
C -3.15455 -2.17672 -0.56308 -0.02 -0.06 0.02
H 4.32678 0.79833 -3.41192 0.01 0.00 0.00
H -3.32538 -3.85602 1.60886 -0.01 -0.02 0.00
C -0.75246 4.56932 -0.69748 -0.01 0.07 -0.08
N -1.10302 0.91917 -0.75221 0.09 -0.07 0.24
H -4.86812 -3.93676 -1.81858 0.00 -0.01 0.00
H -5.30772 -2.13286 -0.43723 0.01 -0.01 0.01
C 2.59006 0.51644 3.15637 -0.02 -0.04 0.17
H -1.03584 -1.84542 -0.72428 -0.02 0.00 0.00
N 4.67933 0.56813 1.17035 0.20 -0.03 0.07
H 1.65169 0.54861 5.09231 0.01 -0.01 -0.01
H -3.34883 -3.83977 -2.71641 -0.01 -0.02 0.00
C -3.38819 0.60570 -0.59819 -0.11 0.06 -0.01
N 3.60002 0.74929 -2.71572 0.03 0.02 0.06
C -0.50980 3.20631 -0.72697 -0.06 -0.04 0.04
H 3.61210 0.50049 3.50793 -0.01 0.02 0.01
N 2.98716 0.57908 -0.47449 0.08 0.16 -0.27
C -2.14334 -0.00598 -0.66737 0.12 -0.03 -0.13
C -3.09432 -3.70132 -0.55398 -0.15 -0.02 -0.04
H -5.52483 0.29866 -0.46474 0.00 -0.01 -0.01
H -1.10438 -3.89235 0.32063 0.00 -0.01 -0.01


6.
18
Properties=species:S:1:pos:R:3:forces:R:3 method="wB97M-V/def2-TZVPD" total_energy_ev=-8328.8524 multiplicity=3 total_charge=+1 s_squared=2.020 fmax_ha_per_bohr=0.120 homo_lumo_gap_ev="5.7 / 7.7" homo_energy_ha="-0.37442 / -0.56098"
H 0.11213 1.50008 1.46610 -0.30 0.58 1.17
H -2.22243 -0.19695 1.21512 -0.91 1.29 0.24
H -0.02112 -1.18720 -0.66663 0.14 -0.57 -0.12
H 3.52044 -0.70964 -1.64533 -0.24 -0.08 1.55
H -0.66052 -0.82207 1.77590 0.63 -0.07 0.83
H -2.23448 -0.12630 -1.73162 -0.70 -0.39 0.06
H 1.99710 1.86267 1.45048 0.45 0.61 0.06
H -1.63095 -1.68153 0.63853 -0.28 -0.10 0.77
H -0.74128 0.36135 -2.41550 0.24 0.52 0.23
C 1.11039 1.37616 1.11509 -0.32 -0.08 -0.34
C 2.96037 -0.63837 -0.65854 4.42 -3.75 -2.04
C -1.31917 -0.66651 0.96199 0.03 -1.88 -2.01
H 2.99712 -1.51465 0.05592 -0.61 0.92 -0.96
C -1.32735 0.39871 -1.50122 1.96 -3.52 1.14
N 2.05487 0.24259 -0.68825 -3.38 2.67 3.05
C -0.65380 -0.39392 -0.33039 1.02 1.41 -0.75
N 1.09471 0.49344 0.19837 -1.36 -0.80 -3.33
H -1.55876 1.28364 -1.06823 -0.81 3.24 0.46


Short version: energy relative to the best compared isomer or geometry (same formula, charge and spin) = 0.0, 26.5, 68.7, 28.8, 0.0, 99.7 kcal/mol, in the order given.